6
Properties=species:S:1:pos:R:3:forces:R:3 method="wB97M-V/def2-TZVPD" lumo_energy_ev=3.7 multiplicity=1 charge=-1
Br -0.38061 -2.41627 -0.00900 0.935 -1.122 -0.466
C 0.79930 1.05336 0.24096 0.133 0.331 -0.141
O 1.12424 1.00252 -0.87744 -0.067 -0.304 -0.203
N -1.25590 -0.81400 0.05109 -0.539 3.220 -0.677
O 0.66602 1.34425 1.35483 -0.139 -0.132 0.520
H -0.95305 -0.16986 -0.76044 -0.322 -1.994 0.967

=====

13
Properties=species:S:1:pos:R:3:forces:R:3 method="wB97M-V/def2-TZVPD" lumo_energy_ev="-11.1 / -11.1" multiplicity=2 charge=+2
C -2.10051 -0.83298 -0.17361 -0.706 -0.565 0.261
S 1.84468 -0.55012 0.01242 -1.238 -2.708 -1.790
F -1.71139 -0.97496 -1.41511 0.416 0.072 -0.471
O -0.59312 1.36689 -0.03352 0.933 0.574 -0.615
F -3.20239 -0.12600 -0.11182 0.245 0.195 0.108
O 1.79290 0.42782 -1.08307 0.457 0.024 0.608
Ce 1.03553 2.75777 -1.22973 0.619 -1.418 1.969
S -0.79121 0.13996 0.76845 -1.417 0.141 2.655
H 2.38032 2.30465 0.39636 -1.082 0.652 -1.037
N 0.50239 -0.89448 0.67038 1.349 0.870 -0.062
F -2.25278 -1.99415 0.40787 0.246 0.200 0.054
O 2.81949 -1.59418 -0.00185 -0.613 1.998 0.499
O -1.18896 0.27777 2.14232 0.792 -0.035 -2.179

=====

6
Properties=species:S:1:pos:R:3:forces:R:3 method="wB97M-V/def2-TZVPD" lumo_energy_ev="-0.3 / -1.3" multiplicity=1
C -1.62880 -0.44760 -0.38967 1.094 -3.666 -3.400
H 1.32202 0.91011 1.04921 0.936 1.373 0.803
S -0.94134 -1.85043 -0.70733 -0.796 1.227 0.493
N 1.09961 0.26796 0.32999 -0.157 -1.285 -1.621
Cl -1.95203 0.58974 0.72482 -0.679 2.214 2.764
Cl 2.10055 0.53023 -1.00702 -0.398 0.137 0.961

=====

These records have energy above the lowest of the compared OMol25 structures with the same formula, charge and spin values of 145.67, 44.87, 446.10 kJ/mol, in the order they appear.
These records have energy values of -2817.95522, -1964.68785, -1411.84085 hartree, in the order they appear.